(1)
Density functional theory data (ωB97M-V with the def2-TZVPD basis set) for a 8-piece molecular cluster, C27H65N6O13P overall.

Element x y z (Å)
1 C 3.27202 3.85322 -0.87679
2 O 3.14345 2.92262 0.21170
3 P 4.34643 2.76883 1.24120
4 O 5.59955 3.53955 0.99428
5 O 3.67027 3.05341 2.73319
6 C 4.24968 3.06368 3.97860
7 O 4.48556 1.17142 1.24169
8 C 5.01063 0.40843 0.14618
9 H 2.42255 4.52771 -0.76917
10 H 3.10042 3.30838 -1.80512
11 H 4.17518 4.46203 -0.83511
12 H 3.64047 2.68538 4.79947
13 H 4.46601 4.12371 4.11144
14 H 5.13375 2.42626 3.99333
15 H 5.91245 -0.15004 0.39705
16 H 5.31147 1.02702 -0.69936
17 H 4.17759 -0.26387 -0.05915
18 C -2.04046 -0.57649 -9.43570
19 O -1.74154 -0.57057 -8.06162
20 C -1.45711 -1.87445 -7.50193
21 C -0.98113 -1.85874 -6.01130
22 O -2.03698 -1.55170 -5.20437
23 C -1.86201 -2.03635 -3.82521
24 C -2.94131 -1.40864 -2.94197
25 O -2.92697 -1.94387 -1.55806
26 C -4.05588 -1.63487 -0.84046
27 H -2.90315 -1.17022 -9.73799
28 H -1.14584 -0.77994 -10.02423
29 H -2.31662 0.39121 -9.85448
30 H -0.73470 -2.38462 -8.13909
31 H -2.38244 -2.42623 -7.66742
32 H -0.17963 -1.12888 -5.89723
33 H -0.54827 -2.77899 -5.61903
34 H -0.91903 -1.87733 -3.30215
35 H -2.10258 -3.09939 -3.83818
36 H -3.87831 -1.65434 -3.44173
37 H -2.85308 -0.32356 -2.99608
38 H -4.86301 -2.31111 -1.12215
39 H -4.38006 -0.60566 -0.99452
40 H -3.98954 -1.67678 0.24670
41 C -1.16882 0.40300 5.14798
42 N -0.21472 1.49510 5.50088
43 C 0.49969 1.23255 6.75803
44 C -0.10530 2.66809 4.87373
45 O 0.68700 3.55466 5.17453
46 H -2.03981 0.57520 5.78031
47 H -0.75754 -0.54034 5.50724
48 H -1.29844 0.35223 4.06691
49 H 1.28525 0.49904 6.57651
50 H 0.86903 2.14766 7.22091
51 H -0.21051 0.76104 7.43729
52 H -0.78445 2.75261 4.01128
53 C -2.34581 -4.81716 -0.15837
54 N -2.62912 -5.13282 1.24785
55 C -1.43204 -5.14943 2.10373
56 C -3.76490 -5.46341 1.71897
57 O -4.04968 -5.68347 2.92274
58 H -1.48066 -5.35744 -0.54271
59 H -1.97221 -3.79520 -0.22267
60 H -3.19213 -4.87145 -0.84312
61 H -0.91463 -6.06810 1.82729
62 H -0.82614 -4.25024 1.99227
63 H -1.67685 -5.22511 3.16318
64 H -4.59000 -5.43507 0.99055
65 C -0.31231 3.58032 -2.06165
66 N -0.03386 2.34273 -2.77758
67 C -0.71366 2.09417 -4.04761
68 C 0.72513 1.32068 -2.20847
69 O 1.04191 0.27223 -2.75456
70 H 0.09338 4.37087 -2.69295
71 H 0.06102 3.63231 -1.03889
72 H -1.39567 3.68502 -2.00280
73 H -1.73832 1.79669 -3.82469
74 H -0.59726 2.95189 -4.71009
75 H -0.27305 1.29545 -4.64428
76 H 1.06131 1.62229 -1.20436
77 C 1.39661 -0.60245 1.46155
78 N 0.18918 0.27029 1.21970
79 C -0.88583 -0.40835 0.44704
80 C 0.23516 1.59630 1.43329
81 O -0.61409 2.44041 1.12788
82 H 2.01567 -0.91185 0.61945
83 H 1.09036 -1.54355 1.91833
84 H 2.16948 -0.18153 2.10467
85 H -1.89232 0.00669 0.39413
86 H -0.55860 -0.65028 -0.56414
87 H -1.17854 -1.34288 0.92566
88 H 1.20611 1.76642 1.92371
89 C 7.35631 -1.91870 2.33488
90 N 6.01021 -1.57396 2.87638
91 C 6.05911 -0.54352 3.86758
92 C 4.89254 -2.23017 2.51793
93 O 3.79257 -2.04812 3.00983
94 H 7.26457 -2.71310 1.59420
95 H 7.99894 -2.28009 3.13771
96 H 7.70716 -1.03898 1.79536
97 H 5.02845 -0.19251 3.91863
98 H 6.32684 -1.12912 4.74707
99 H 6.68936 0.30121 3.58953
100 H 5.01231 -2.94021 1.68504
101 C -6.40215 1.94153 -0.45157
102 N -5.19491 2.13852 0.36936
103 C -4.06002 2.89042 -0.18338
104 C -5.07004 1.69143 1.63456
105 O -5.92662 1.02781 2.14295
106 H -7.29712 1.61549 0.07836
107 H -6.11682 1.17851 -1.17581
108 H -6.60543 2.86850 -0.98774
109 H -3.17024 2.39994 0.21138
110 H -4.02812 3.03785 -1.26289
111 H -4.03582 3.93677 0.12104
112 H -4.08793 1.87845 2.09573

## Properties
- calculated total energy (eV) = -73898.0283
- SMILES = COP(=O)(OC)OC.COCCOCCOC.CN(C)C=O.CN(C)C=O.CN(C)C=O.CN(C)C=O.CN(C)C=O.CN(C)C=O
- F_max (eV/A) = 5.7

(2)
Density functional theory data (ωB97M-V with the def2-TZVPD basis set) for a 7-piece molecular cluster, C27H66N2O7 overall.

Element x y z (Å)
1 C -3.48519 -4.54057 5.90273
2 C -2.06913 -3.89967 5.61196
3 C -2.29183 -2.41259 5.11106
4 C -1.41387 -3.78750 7.07148
5 C 0.13450 -3.54405 6.99076
6 C 0.70954 -4.67904 6.15102
7 C 0.25842 -4.71132 4.68123
8 C 0.86453 -3.55495 3.85040
9 C 0.71052 -6.10239 4.11573
10 N -1.29169 -4.75759 4.67001
11 O -1.86396 -4.76836 3.38051
12 H -4.05654 -3.88076 6.55566
13 H -4.01612 -4.71752 4.96737
14 H -3.42848 -5.48119 6.45055
15 H -2.89025 -1.89531 5.86101
16 H -1.35407 -1.85699 5.10721
17 H -2.65701 -2.43254 4.08425
18 H -1.90318 -3.11173 7.77292
19 H -1.59779 -4.75273 7.54328
20 H 0.18791 -2.62037 6.41450
21 H 0.58243 -3.34935 7.96522
22 H 0.39835 -5.58700 6.66765
23 H 1.75564 -4.49811 6.39806
24 H 1.95093 -3.63894 3.82223
25 H 0.56836 -2.54404 4.13046
26 H 0.42234 -3.70710 2.86581
27 H 1.79162 -6.16832 3.99337
28 H 0.30715 -6.03077 3.10564
29 H 0.27798 -6.92951 4.67862
30 H -2.28779 -5.62816 3.43230
31 C 5.28816 4.16433 0.19557
32 C 5.37544 3.02440 -0.88115
33 C 4.92654 1.66820 -0.39407
34 C 4.32666 3.29360 -2.02702
35 C 4.74197 4.46887 -2.97746
36 C 6.13031 4.26936 -3.61691
37 C 7.12216 3.88519 -2.47955
38 C 8.42549 3.33803 -3.16935
39 C 7.52614 5.18752 -1.89402
40 N 6.67522 2.78407 -1.56572
41 O 7.74217 2.43570 -0.62492
42 H 4.51818 3.94375 0.93488
43 H 6.19611 4.34002 0.77251
44 H 5.11430 5.13366 -0.27162
45 H 4.48586 1.02857 -1.15877
46 H 5.59384 1.05854 0.21514
47 H 4.16176 1.75752 0.37746
48 H 4.35945 2.48279 -2.75477
49 H 3.31080 3.35308 -1.63642
50 H 3.99570 4.63269 -3.75486
51 H 4.72782 5.38991 -2.39471
52 H 6.42077 5.15410 -4.18347
53 H 6.09370 3.54540 -4.43094
54 H 8.21923 2.31599 -3.48717
55 H 9.33513 3.33463 -2.56884
56 H 8.75044 4.00180 -3.97054
57 H 8.17619 5.79649 -2.52227
58 H 8.12038 4.87525 -1.03527
59 H 6.64162 5.77879 -1.65710
60 H 8.15855 1.67355 -1.03400
61 C -2.81581 -2.51615 -8.32079
62 C -3.36650 -2.00354 -6.95692
63 O -2.57761 -2.35457 -5.89948
64 H -1.74849 -2.31002 -8.40096
65 H -3.36379 -2.00780 -9.11414
66 H -3.01254 -3.56380 -8.54850
67 H -4.37657 -2.40173 -6.86040
68 H -3.56773 -0.93668 -6.85987
69 H -3.06440 -2.84965 -5.23652
70 C -4.36550 3.49543 1.72844
71 C -5.65594 3.74791 1.03318
72 O -5.59906 4.92672 0.21848
73 H -3.74342 3.07773 0.93683
74 H -4.65419 2.73041 2.44920
75 H -3.90294 4.29537 2.30658
76 H -6.45160 3.83067 1.77357
77 H -5.94105 2.89716 0.41428
78 H -5.01394 4.69645 -0.50693
79 C -2.53783 6.62289 -4.15166
80 C -1.95710 5.25813 -3.67450
81 O -2.99120 4.37087 -3.23168
82 H -3.44597 6.37240 -4.69995
83 H -1.89332 7.18807 -4.82492
84 H -2.84446 7.12695 -3.23514
85 H -1.32814 5.46203 -2.80794
86 H -1.31795 4.76012 -4.40359
87 H -2.52110 3.69599 -2.73657
88 C -7.19873 -4.71079 -0.40044
89 C -5.91155 -5.05813 -1.22958
90 O -5.80982 -4.17364 -2.35785
91 H -7.35135 -3.63222 -0.43907
92 H -7.09200 -4.97785 0.65093
93 H -8.12127 -5.11118 -0.82079
94 H -6.00009 -6.11029 -1.50019
95 H -5.03667 -5.01038 -0.58119
96 H -6.56007 -4.35586 -2.92839
97 C -0.74155 -0.64751 -0.77343
98 O -1.43424 0.37159 -1.49295
99 H -1.35303 -1.51861 -0.53811
100 H 0.11813 -1.02299 -1.32845
101 H -0.41957 -0.11447 0.12117
102 H -2.00342 -0.06686 -2.12965

## Properties
- calculated total energy (eV) = -46375.3527
- SMILES = CC1(C)CCCC(C)(C)N1O.CC1(C)CCCC(C)(C)N1O.CCO.CCO.CCO.CCO.CO
- F_max (eV/A) = 3.4
- energy above the lowest of the compared OMol25 structures with the same formula, charge and spin (kJ/mol) = 404.9

(3)
Density functional theory data (ωB97M-V with the def2-TZVPD basis set) for a 6-piece molecular cluster, C27H66N3O15P3 overall.

Element x y z (Å)
1 C 11.58327 10.45839 15.44729
2 C 10.52931 10.45152 14.39019
3 O 10.82478 11.62491 13.55986
4 P 10.57878 11.57620 12.00293
5 O 10.43112 12.88960 11.40703
6 O 11.74890 10.58377 11.45340
7 C 13.03589 11.12380 11.03518
8 C 13.75975 10.20502 10.15248
9 O 9.29987 10.67250 11.91422
10 C 8.88905 10.15393 10.59291
11 C 7.34434 10.23737 10.59247
12 H 11.40388 9.69614 16.25814
13 H 12.58983 10.32736 15.14869
14 H 11.56030 11.36572 16.09245
15 H 10.51278 9.55349 13.81386
16 H 9.54590 10.70936 14.74850
17 H 12.87776 12.11966 10.51974
18 H 13.55863 11.34630 11.96093
19 H 13.08039 9.75443 9.48202
20 H 14.52788 10.75645 9.51410
21 H 14.23734 9.42814 10.68965
22 H 9.33568 10.74347 9.77699
23 H 9.21944 9.12114 10.47659
24 H 7.02716 9.71790 11.46798
25 H 6.96602 11.18880 10.41180
26 H 6.95885 9.60701 9.79072
27 C 10.83393 16.64287 17.77687
28 C 9.75067 17.24284 16.92436
29 O 10.16606 17.27992 15.54148
30 P 10.57920 18.48393 14.60784
31 O 9.93182 19.80943 14.76318
32 O 12.13920 18.59670 14.84784
33 C 13.01232 19.61660 14.26126
34 C 13.39137 20.62646 15.41692
35 O 10.41078 17.90941 13.16205
36 C 9.13463 17.65644 12.48044
37 C 9.25801 16.24507 11.84776
38 H 11.08934 15.66091 17.40233
39 H 11.74410 17.27315 17.77542
40 H 10.49234 16.55855 18.80944
41 H 8.86694 16.58649 16.99548
42 H 9.47947 18.29621 17.24365
43 H 13.97700 19.21273 13.85140
44 H 12.54328 20.15540 13.45395
45 H 13.73328 19.93953 16.23472
46 H 14.14235 21.32336 15.14404
47 H 12.51311 21.22264 15.74540
48 H 8.29289 17.62117 13.16106
49 H 8.92487 18.39966 11.68757
50 H 9.46411 15.45996 12.48769
51 H 8.31401 15.95681 11.38401
52 H 9.99146 16.22630 11.05034
53 C 15.22685 6.15215 17.72624
54 C 14.08378 7.12600 17.59734
55 O 14.48622 8.23663 16.62722
56 P 14.98300 9.63253 17.11189
57 O 14.14176 10.44654 17.90834
58 O 16.27246 9.20599 17.96402
59 C 16.83309 10.15373 18.86376
60 C 17.36657 9.41047 20.04191
61 O 15.41246 10.31902 15.79821
62 C 16.09100 9.91621 14.60357
63 C 17.50526 10.44364 14.43324
64 H 15.00166 5.21535 18.23176
65 H 15.48869 5.83324 16.72856
66 H 16.04466 6.62314 18.24806
67 H 13.11268 6.76500 17.16866
68 H 13.88584 7.69086 18.53768
69 H 17.61913 10.61592 18.28893
70 H 16.06388 10.80816 19.27307
71 H 16.60716 8.82596 20.49825
72 H 18.22369 8.79358 19.84313
73 H 17.60924 10.22126 20.67393
74 H 16.14174 8.82481 14.66468
75 H 15.59139 10.28271 13.70632
76 H 18.29635 9.98618 15.07961
77 H 17.84466 10.28010 13.40553
78 H 17.42194 11.56099 14.49726
79 C 10.88843 15.27949 8.10062
80 N 12.19238 15.13717 8.84806
81 C 12.99613 13.90145 8.65882
82 C 12.53549 16.02902 9.79259
83 O 13.55847 15.97552 10.47551
84 H 10.27899 14.39168 8.19251
85 H 11.11096 15.47919 7.07771
86 H 10.33576 16.15413 8.44408
87 H 13.83717 14.07790 7.91670
88 H 13.46186 13.66284 9.60524
89 H 12.35915 13.16183 8.22834
90 H 11.87058 16.87580 10.02859
91 C 12.23946 14.80158 13.75703
92 N 13.43522 14.00869 14.00115
93 C 13.74975 13.65974 15.36338
94 C 14.38612 13.88645 13.03466
95 O 15.43292 13.23146 13.09928
96 H 12.27348 15.36135 12.81216
97 H 12.17362 15.57070 14.48222
98 H 11.28151 14.26279 13.80297
99 H 14.85785 13.53813 15.30882
100 H 13.48498 14.53200 15.99292
101 H 13.37356 12.78314 15.78318
102 H 14.19205 14.41790 12.03388
103 C 17.27302 17.79085 15.32488
104 N 17.60422 17.36401 13.98190
105 C 17.62468 16.00563 13.61785
106 C 18.25773 18.28736 13.17084
107 O 18.58693 19.40756 13.51333
108 H 17.46350 18.85827 15.42814
109 H 17.90557 17.34922 16.08956
110 H 16.22768 17.67075 15.51358
111 H 16.95716 15.46410 14.30577
112 H 17.32031 15.86219 12.58557
113 H 18.64909 15.57192 13.82500
114 H 18.60673 17.78636 12.24233

## Properties
- calculated total energy (eV) = -92125.4799
- SMILES = CCOP(=O)(OCC)OCC.CCOP(=O)(OCC)OCC.CCOP(=O)(OCC)OCC.CN(C)C=O.CN(C)C=O.CN(C)C=O
- F_max (eV/A) = 3.9
- energy above the lowest of the compared OMol25 structures with the same formula, charge and spin (kJ/mol) = 249.3

(4)
Density functional theory data (ωB97M-V with the def2-TZVPD basis set) for a 6-piece molecular cluster, C27H66N6O3 overall.

Element x y z (Å)
1 C 3.28972 2.23388 6.79075
2 C 1.80562 1.87518 6.57667
3 N 1.48075 0.87588 7.60428
4 C 1.13873 -0.48846 7.18703
5 C 2.43637 -1.25688 6.98515
6 C 0.62384 1.49236 8.60269
7 C 0.54041 0.76335 9.95805
8 H 4.00162 1.41383 6.69684
9 H 3.57835 2.81826 7.66442
10 H 3.53362 2.96138 6.01658
11 H 1.12912 2.72944 6.60273
12 H 1.80989 1.40067 5.59539
13 H 0.69224 -0.99357 8.04356
14 H 0.41213 -0.38246 6.38148
15 H 2.23699 -2.32591 6.91080
16 H 2.85018 -0.93424 6.02976
17 H 3.21757 -1.10460 7.72987
18 H -0.41036 1.51237 8.25899
19 H 0.93235 2.52781 8.74669
20 H 1.49421 0.79677 10.48458
21 H 0.17507 -0.26184 9.89780
22 H -0.27413 1.18775 10.54500
23 C 4.56286 -4.70796 -6.18713
24 C 4.81104 -3.64947 -5.07292
25 N 4.73501 -2.24696 -5.52406
26 C 3.43315 -1.73287 -6.06069
27 C 2.30772 -1.86507 -5.06026
28 C 5.73399 -1.89679 -6.57128
29 C 7.24032 -2.19464 -6.24505
30 H 3.65349 -5.18976 -5.82795
31 H 5.21950 -5.55065 -5.97082
32 H 4.67808 -4.47083 -7.24476
33 H 4.17441 -3.82637 -4.20602
34 H 5.84090 -3.72306 -4.72351
35 H 3.52364 -0.66008 -6.23103
36 H 3.17643 -2.23130 -6.99545
37 H 1.44611 -1.35917 -5.49589
38 H 2.07582 -2.91309 -4.87060
39 H 2.62965 -1.34419 -4.15851
40 H 5.59444 -0.83798 -6.78933
41 H 5.57221 -2.39487 -7.52723
42 H 7.77673 -1.42631 -6.80187
43 H 7.57240 -3.09706 -6.75832
44 H 7.59389 -2.26769 -5.21657
45 C -6.76882 -0.66974 -1.48192
46 C -5.50010 -1.12163 -0.91574
47 N -5.65587 -1.87805 0.40020
48 C -6.25767 -3.25251 0.18788
49 C -5.38384 -4.37316 -0.26526
50 C -6.42672 -1.26583 1.48706
51 C -5.69978 -0.03181 1.99798
52 H -7.14180 -0.00425 -0.70338
53 H -7.49582 -1.46301 -1.65597
54 H -6.68794 -0.13543 -2.42852
55 H -4.93785 -1.80604 -1.55101
56 H -4.92674 -0.20176 -0.80088
57 H -6.62791 -3.58027 1.15927
58 H -7.12511 -3.29518 -0.47077
59 H -4.61747 -4.58313 0.48086
60 H -6.01846 -5.25933 -0.27237
61 H -5.08076 -4.18610 -1.29544
62 H -6.48954 -1.95095 2.33250
63 H -7.46976 -1.10589 1.21398
64 H -6.00441 0.85606 1.44392
65 H -4.62264 -0.11874 1.85547
66 H -5.77910 0.17086 3.06603
67 C -2.72890 2.63084 -4.79790
68 N -3.47465 3.08098 -3.65263
69 C -2.86613 3.77871 -2.68487
70 C -3.82534 4.14476 -1.52347
71 O -1.65174 4.04676 -2.64765
72 H -2.41975 1.58635 -4.75845
73 H -1.77870 3.08524 -5.07848
74 H -3.35878 2.70167 -5.68466
75 H -4.46761 3.22440 -3.76899
76 H -3.39809 3.79928 -0.58210
77 H -4.84538 3.77662 -1.63340
78 H -3.99113 5.21718 -1.42083
79 C -0.80194 -1.03157 0.24701
80 N -0.85409 -2.07919 1.25251
81 C 0.20539 -2.84860 1.54157
82 C -0.08529 -3.96723 2.56149
83 O 1.32764 -2.70392 1.03082
84 H -1.49453 -0.24192 0.53837
85 H -1.07092 -1.37794 -0.75088
86 H 0.18401 -0.59374 0.09110
87 H -1.78157 -2.16891 1.64218
88 H 0.01918 -3.32466 3.43572
89 H 0.51857 -4.87452 2.54523
90 H -1.11018 -4.32918 2.47964
91 C 2.81556 4.91170 -0.18754
92 N 2.51351 5.55854 -1.45860
93 C 3.46783 6.24023 -2.11483
94 C 3.17719 6.88730 -3.45332
95 O 4.56339 6.39321 -1.67683
96 H 2.15545 4.06300 -0.00847
97 H 3.02513 5.66578 0.57109
98 H 3.77981 4.43137 -0.35373
99 H 1.63993 5.42784 -1.94833
100 H 2.23062 6.40504 -3.69730
101 H 3.86144 6.51012 -4.21334
102 H 3.19212 7.97558 -3.39390

## Properties
- calculated total energy (eV) = -44149.7048
- SMILES = CCN(CC)CC.CCN(CC)CC.CCN(CC)CC.CNC(C)=O.CNC(C)=O.CNC(C)=O
- F_max (eV/A) = 3.2
- energy above the lowest of the compared OMol25 structures with the same formula, charge and spin (kJ/mol) = 354.3